93
Properties=species:S:1:pos:R:3 method="wB97M-V/def2-TZVPD" total_charge=+1 multiplicity=5 de_lowest_kcal_mol=34.2 homo_ev="-9.494 / -10.015" gap_ev="6.24 / 4.53"
Os -0.63519 -0.15281 0.01197
F -4.65051 -0.41816 -3.45683
C -3.63909 -1.09328 -2.88146
C -3.10944 -0.46825 -1.75176
C -1.96860 -0.99393 -1.16145
C -1.54816 -2.31541 -1.60902
C -2.09173 -2.83021 -2.80277
F -1.63052 -3.99382 -3.34713
C -3.14358 -2.21892 -3.51954
C -0.58273 -2.97063 -0.71061
C -0.22756 -4.31028 -0.69425
C 0.39917 -4.87368 0.41897
C 0.74724 -3.97761 1.47621
C 0.47800 -2.61109 1.38311
N -0.17504 -2.11770 0.34075
H -3.58577 0.35469 -1.23298
H -3.63638 -2.60037 -4.40121
H -0.34436 -4.83279 -1.66298
H 0.66207 -5.92965 0.46855
H 1.37139 -4.36613 2.28125
H 0.80664 -1.86891 2.18139
C 2.42762 0.89226 -4.91531
Si 1.51400 0.00082 -3.57022
C 1.67655 -1.96912 -3.82030
C -0.29421 0.47286 -3.89105
Si 1.50746 0.33086 -1.24792
Si 2.08070 2.58139 -1.82453
C 1.71979 3.46717 -0.22294
C 0.88657 3.49758 -3.05014
C 3.80034 2.85332 -2.39745
Si 3.62458 -0.46849 -0.48467
C 4.98980 -0.74347 -1.84360
C 3.47412 -2.10460 0.32316
C 4.34497 0.68749 0.84389
H 3.51934 0.99495 -4.88251
H 2.11145 1.91377 -4.96964
H 2.06299 0.40459 -5.82586
H 2.03851 -2.11567 -4.86368
H 0.64134 -2.34494 -3.85684
H 2.32163 -2.45976 -3.08352
H -0.37519 0.93650 -4.86786
H -0.60228 1.21375 -3.14794
H -0.96754 -0.37990 -3.72406
H 1.14982 4.36555 -0.46058
H 2.64132 3.86615 0.13498
H 1.15416 2.95792 0.58875
H 0.51804 4.36588 -2.57966
H -0.03344 2.94068 -3.35522
H 1.45589 3.75981 -3.95122
H 3.84018 3.59684 -3.21385
H 4.18796 1.93957 -2.93842
H 4.55873 3.11175 -1.63483
H 4.97435 -0.07582 -2.71565
H 4.84684 -1.78928 -2.18951
H 5.93275 -0.65304 -1.25027
H 2.63779 -2.67758 -0.02212
H 3.38548 -1.95526 1.44730
H 4.49387 -2.54649 0.05906
H 5.35890 0.33507 1.19299
H 3.67116 0.60229 1.72967
H 4.34293 1.73702 0.50407
Br -1.32369 2.19665 -0.58794
C 0.38304 2.34003 3.31898
C -0.42947 1.47726 4.21341
C 0.12770 0.32186 5.00302
Sb -1.89665 0.38561 2.45847
C -2.71342 -1.52111 3.34372
C -3.06315 -1.35304 4.81155
C -3.93000 -1.91341 2.51331
C -3.71423 1.77045 2.75662
C -3.27682 3.20679 3.04902
C -4.63764 1.63128 1.55334
H 1.10559 2.98319 3.82662
H -0.23596 3.02443 2.73825
H 0.94707 1.68852 2.63729
H -1.30539 1.97663 4.76236
H 0.84170 -0.24438 4.43852
H -0.57409 -0.42950 5.32779
H 0.66771 0.72662 5.89166
H -1.78559 -2.19858 3.24302
H -2.49022 -0.52469 5.23109
H -2.82333 -2.25416 5.39078
H -4.09076 -0.98838 4.83567
H -4.71474 -1.14409 2.59318
H -4.28402 -2.84732 2.97234
H -3.71890 -2.16957 1.49038
H -4.08475 1.28049 3.73731
H -2.65984 3.61267 2.24235
H -2.72137 3.29067 4.00010
H -4.15419 3.80786 3.09568
H -4.22177 2.22581 0.70737
H -5.58347 2.08921 1.72034
H -4.75441 0.59874 1.33170

***

99
Properties=species:S:1:pos:R:3 method="wB97M-V/def2-TZVPD" total_charge=0 multiplicity=2 de_lowest_kcal_mol=0.0 homo_ev="-7.660 / -7.539" gap_ev="7.72 / 7.70"
Ru -0.05654 0.04487 -0.03914
C -2.87779 4.25923 4.88586
O -1.74674 3.66646 5.49394
C -0.93437 2.91396 4.71216
C 0.20303 2.39310 5.35331
C 1.06283 1.62028 4.62403
C 0.86292 1.33639 3.25859
C 1.81018 0.54772 2.50471
C 2.86734 -0.26320 3.20901
O 1.79125 0.50910 1.26581
C -0.28325 1.86498 2.61412
O -0.57116 1.66894 1.36132
C -1.17416 2.65614 3.37990
H -3.36177 4.84965 5.65860
H -3.57455 3.49933 4.52151
H -2.58758 4.91077 4.05840
H 0.37369 2.62440 6.39470
H 1.94692 1.23837 5.11470
H 2.71234 -0.35215 4.27854
H 3.84876 0.17439 3.02017
H 2.85482 -1.25478 2.76390
H -2.03639 3.06862 2.87519
C 1.71008 -3.41527 -1.96749
Si 1.74735 -1.87566 -3.05839
C 3.27492 -2.05983 -4.14230
C 0.34512 -1.95629 -4.33406
Si 1.69185 0.11830 -1.78367
Si 3.82250 0.14395 -0.71935
C 4.18716 1.71940 0.26256
C 5.27169 0.06316 -1.94026
C 4.00963 -1.46604 0.25356
Si 1.78253 2.01298 -3.21188
C 3.41045 2.03728 -4.16232
C 1.72036 3.54251 -2.11542
C 0.49488 2.12707 -4.58643
H 1.40808 -4.28188 -2.56258
H 1.06560 -3.36992 -1.08846
H 2.71599 -3.60944 -1.59099
H 3.06499 -2.86324 -4.85574
H 4.16188 -2.34452 -3.58009
H 3.50150 -1.15826 -4.71236
H 0.40492 -2.91573 -4.85687
H 0.49535 -1.16893 -5.07706
H -0.67825 -1.86179 -3.96910
H 4.92582 2.31382 -0.28049
H 4.61562 1.47083 1.23628
H 3.30428 2.33232 0.43705
H 5.39864 0.99331 -2.49586
H 5.20858 -0.74473 -2.65892
H 6.18334 -0.08954 -1.35114
H 3.05326 -1.86190 0.59809
H 4.66983 -1.35798 1.11650
H 4.46298 -2.20421 -0.41287
H 4.27231 2.28121 -3.54185
H 3.32127 2.81243 -4.92953
H 3.61107 1.09247 -4.66988
H 2.70972 3.75560 -1.70378
H 1.03118 3.40844 -1.28095
H 1.39641 4.41658 -2.68680
H 0.56740 1.25533 -5.24256
H 0.71827 3.01008 -5.19265
H -0.53200 2.20090 -4.23489
N -0.92562 -1.38683 -1.29412
H -0.91596 -1.09319 -2.26333
H -1.88440 -1.43199 -0.94328
H -0.58408 -2.33861 -1.17929
S -1.08999 1.54620 -1.53007
C -2.72261 1.43706 -0.88916
N -3.70451 1.02696 -1.69932
C -5.02973 0.60116 -1.23511
C -4.99066 0.38761 0.26873
C -4.31824 1.59289 0.90537
N -2.98129 1.75921 0.35338
H -3.42617 0.82621 -2.64543
H -5.27542 -0.32852 -1.74860
H -5.77772 1.34756 -1.51193
H -4.41423 -0.50712 0.50606
H -6.00355 0.26596 0.65124
H -4.23462 1.50278 1.98670
H -4.89939 2.49515 0.68703
H -2.11100 1.79919 0.94487
C -3.47874 -4.10799 6.90006
C -2.91114 -3.60621 5.60039
C -1.83354 -2.73067 5.57796
C -1.30331 -2.27844 4.37605
C -1.86101 -2.70886 3.18563
C -2.94058 -3.58328 3.18188
C -3.45761 -4.02337 4.38561
S -1.23605 -2.12106 1.64623
O -1.05450 -3.26678 0.77533
O 0.01475 -1.38660 1.92784
O -2.25864 -1.18073 1.14377
H -3.00296 -3.62405 7.75180
H -3.33095 -5.18486 6.99944
H -4.55175 -3.91944 6.95841
H -1.39948 -2.39437 6.51191
H -0.46851 -1.58991 4.35672
H -3.35888 -3.92035 2.24258
H -4.29766 -4.70834 4.38713

***

110
Properties=species:S:1:pos:R:3 method="wB97M-V/def2-TZVPD" total_charge=0 multiplicity=1 de_lowest_kcal_mol=220.7 homo_ev=-10.057 gap_ev=10.22 smiles="C[C@H]1COC(=O)O1.C[C@H]1COC(=O)O1.COC(=O)OC.COC(=O)OC.COC(=O)OC.COC(=O)OC.COC(=O)OC.COC(=O)OC.COC(=O)OC"
C -3.10157 -1.33502 4.62665
C -4.13442 -0.30090 5.19313
C -4.39917 -0.24989 6.68011
O -3.92847 1.02902 7.10447
C -3.47828 1.68166 6.10850
O -3.08858 2.85412 6.15628
O -3.59300 0.96596 4.99958
H -3.10372 -1.28008 3.53271
H -3.48328 -2.33378 4.84277
H -2.12740 -1.24981 4.98960
H -5.02452 -0.34848 4.66098
H -3.94097 -1.01905 7.24071
H -5.49576 -0.39136 6.78870
C -3.51085 0.00662 0.61157
C -4.52629 0.92107 1.33970
C -3.96611 2.32027 1.49863
O -4.89271 3.15752 0.78150
C -5.93345 2.43276 0.38095
O -6.95776 2.89763 -0.07474
O -5.74622 1.19182 0.61555
H -2.59087 -0.14628 1.12950
H -3.26918 0.40273 -0.38986
H -3.98164 -0.98110 0.38636
H -4.78432 0.43266 2.33331
H -2.94510 2.33487 1.10161
H -3.97091 2.59249 2.52824
C -3.99412 3.71195 -2.54678
O -3.15293 2.75160 -1.87342
C -1.99717 3.13106 -1.23135
O -1.63003 4.49418 -1.09903
O -1.28698 2.14301 -0.73708
C -0.03414 2.45173 -0.11143
H -3.40479 4.40179 -3.10612
H -4.63942 4.27174 -1.85253
H -4.73605 3.30917 -3.21640
H 0.57148 1.53303 0.09995
H -0.24642 2.76930 0.87316
H 0.59651 3.08837 -0.68147
C 7.68849 -3.82010 -1.44100
O 6.64079 -3.39518 -2.27449
C 5.51756 -2.91834 -1.65700
O 5.44039 -2.69078 -0.25484
O 4.45241 -2.78933 -2.39763
C 3.17678 -2.97393 -1.74762
H 7.23173 -4.64426 -0.92888
H 8.05944 -3.01038 -0.79846
H 8.55106 -4.17613 -1.99300
H 3.07857 -3.75328 -1.02016
H 2.46328 -3.15749 -2.57793
H 2.87878 -2.06333 -1.25741
C 1.94571 2.53358 -6.54557
O 2.80260 2.22609 -5.41401
C 2.63120 1.05395 -4.86284
O 1.84742 0.04558 -5.48343
O 3.13760 0.97029 -3.72390
C 3.30997 -0.24182 -3.04364
H 0.86978 2.42235 -6.24223
H 2.23463 1.87352 -7.33690
H 2.07771 3.61696 -6.79133
H 2.40633 -0.75867 -3.00077
H 3.64132 -0.05424 -2.03630
H 3.98110 -0.98104 -3.55838
C 2.63061 -1.31890 2.04419
O 2.01715 -0.04165 2.30342
C 0.88200 0.06856 3.09060
O 0.29140 -1.01868 3.77469
O 0.40889 1.27057 3.06357
C -0.93664 1.54814 3.48727
H 2.67233 -1.86580 3.00044
H 3.62213 -1.19754 1.70953
H 2.11211 -1.92404 1.33678
H -1.70486 1.33493 2.77886
H -1.06897 2.57398 3.78262
H -1.23210 0.93381 4.33577
C 4.41028 -5.20903 1.50829
O 3.03597 -4.86077 1.43146
C 2.34984 -4.83494 2.60460
O 2.97060 -5.20932 3.82295
O 1.07233 -4.39586 2.57933
C 0.42869 -4.28905 3.85693
H 4.87235 -5.14920 0.53890
H 4.54222 -6.26075 1.79175
H 4.89538 -4.65731 2.24393
H 0.22035 -5.17342 4.39592
H -0.55669 -3.85032 3.68384
H 0.94506 -3.49737 4.41148
C -0.98664 -2.39422 1.08198
O -1.32541 -1.97224 -0.22431
C -0.56837 -1.25222 -0.99965
O 0.80002 -1.03295 -0.84821
O -1.26075 -0.70084 -2.01261
C -0.53124 -0.07001 -3.09779
H -1.87993 -2.95048 1.39014
H -0.74693 -1.63986 1.83166
H -0.18231 -3.16569 1.06472
H -1.21203 0.48219 -3.70584
H -0.06295 -0.78575 -3.71949
H 0.31576 0.55268 -2.83093
C -1.73374 3.42483 -5.32267
O -0.76103 2.94643 -4.37682
C 0.26391 3.69436 -4.11240
O 0.48951 4.88451 -4.85967
O 1.01494 3.18692 -3.15145
C 2.12963 3.92996 -2.70877
H -1.93316 4.46131 -5.08653
H -2.65485 2.89611 -5.00308
H -1.48489 3.26026 -6.40864
H 1.90995 4.69930 -1.99607
H 2.59973 4.33741 -3.61183
H 2.78436 3.27557 -2.16515

***

95
Properties=species:S:1:pos:R:3 method="wB97M-V/def2-TZVPD" total_charge=-1 multiplicity=1 homo_ev=-1.491 gap_ev=2.93
C 0.40899 2.16931 4.66510
O 0.88892 2.93304 3.58673
C 0.53121 2.37004 2.33529
C 1.45243 1.22940 1.87301
C 0.65937 0.18821 1.07781
C 1.54274 -0.55342 0.07093
C 1.89746 0.31404 -1.15079
C 1.30767 -0.16794 -2.48306
C -0.20554 -0.41783 -2.41703
C -0.98544 0.89284 -2.58818
C -2.34952 0.88316 -1.87104
C -3.43711 0.22931 -2.71820
C -4.84080 0.42383 -2.14884
C -5.18797 -0.25854 -0.78476
N -5.63972 0.74344 0.08007
C -4.92977 1.51534 0.81042
C -4.94590 3.00684 0.62517
C -4.08117 1.01266 1.95565
O -4.04630 -1.07490 -0.28184
S -4.11692 -2.54817 -0.87766
O -3.14849 -2.76701 -1.89024
O -4.20429 -3.49393 0.17382
O -5.55558 -2.36275 -1.60799
C -6.27521 -1.36964 -0.90938
I -6.80498 -1.91598 1.17410
C -7.56956 -0.89880 -1.54997
C -8.50930 -1.93013 -2.20359
C -9.95652 -1.48291 -1.99850
Cl -8.36990 -3.59929 -1.55884
H -0.68867 2.18755 4.69527
H 0.81543 2.60257 5.57699
H 0.74193 1.12756 4.60381
H 0.54166 3.18034 1.60383
H -0.49632 1.97585 2.39934
H 2.23680 1.64743 1.24377
H 1.91676 0.77956 2.74973
H 0.18924 -0.50490 1.78126
H -0.13002 0.72826 0.53393
H 2.47560 -0.85734 0.55661
H 1.03052 -1.46463 -0.24890
H 2.98500 0.32569 -1.23784
H 1.60212 1.35738 -0.99264
H 1.84936 -1.03703 -2.86173
H 1.46951 0.62417 -3.22451
H -0.46641 -1.12352 -3.21046
H -0.47333 -0.90964 -1.48084
H -0.38793 1.72618 -2.21459
H -1.16734 1.03216 -3.65856
H -2.19198 0.31715 -0.95215
H -2.60923 1.92429 -1.65299
H -3.22660 -0.82048 -2.90212
H -3.42607 0.71538 -3.69981
H -5.54055 0.02018 -2.88300
H -5.05624 1.48520 -2.06766
H -5.28369 3.28258 -0.36998
H -5.63702 3.46401 1.34276
H -3.95061 3.39207 0.84374
H -4.64578 0.22698 2.45646
H -3.91412 1.81439 2.67406
H -3.13127 0.60079 1.60806
H -7.35764 -0.15655 -2.32035
H -8.12422 -0.38390 -0.77105
H -8.33106 -2.00922 -3.27296
H -10.04654 -0.39724 -2.04973
H -10.26265 -1.78027 -0.99371
H -10.63264 -1.98200 -2.68961
C 5.46032 -2.45509 -0.35225
C 6.11536 -1.80845 0.88587
C 7.62465 -1.67598 0.62677
C 8.00990 -0.58734 -0.38113
C 7.00718 0.57710 -0.40274
C 6.18171 0.71888 0.88058
N 5.45141 -0.51664 1.10694
O 4.63897 -0.45971 2.25334
C 5.12658 1.79160 0.64361
C 7.08726 1.18436 2.03932
C 5.93977 -2.76415 2.06138
H 4.39128 -2.58067 -0.16985
H 5.89093 -3.44063 -0.57637
H 5.58293 -1.82214 -1.23356
H 8.12322 -1.46779 1.57678
H 8.01996 -2.64386 0.29782
H 9.00656 -0.21232 -0.12959
H 8.09841 -1.01293 -1.38490
H 7.53738 1.51349 -0.60670
H 6.31005 0.44313 -1.23636
H 4.43106 1.43188 -0.11574
H 5.55292 2.74172 0.29797
H 4.57672 1.96463 1.56784
H 7.56368 2.14091 1.79578
H 7.87894 0.46762 2.26245
H 6.48468 1.31783 2.93806
H 6.42033 -3.72105 1.82148
H 4.88697 -2.94395 2.26486
H 6.39602 -2.36166 2.96577